# 1
Molecular formula: C48H41CrN6O2P2Se
Method: DFT, ωB97M-V/def2-TZVPD

Positions of all 101 atoms, in Å:
Cr -0.0058 -0.1170 0.2375
C 2.1093 1.9281 1.4832
P 1.6065 0.2250 2.0973
C 3.3586 -0.2492 2.4106
C 4.0548 0.4008 3.4349
C 5.4108 0.1924 3.6049
C 6.0946 -0.6693 2.7544
C 5.4154 -1.3099 1.7348
C 4.0535 -1.0922 1.5571
C 0.9049 0.1686 3.7894
C 1.4610 -0.6932 4.7401
C 0.8598 -0.8642 5.9770
C -0.3193 -0.2014 6.2811
C -0.9035 0.6213 5.3318
C -0.3054 0.7942 4.0933
C 2.4514 1.5704 0.0669
C 3.5900 1.7539 -0.6835
C 3.4688 0.9248 -1.8332
C 2.2614 0.2723 -1.7264
C 1.6539 -0.8662 -2.4918
P 0.8156 -1.8528 -1.1801
C 2.0863 -2.9348 -0.4454
C 1.7697 -3.4469 0.8142
C 2.6395 -4.3110 1.4573
C 3.8402 -4.6587 0.8535
C 4.1657 -4.1379 -0.3899
C 3.2888 -3.2858 -1.0467
C -0.1419 -3.1608 -2.0121
C -1.2081 -3.7156 -1.3035
C -1.9098 -4.7857 -1.8363
C -1.5581 -5.2941 -3.0772
C -0.5073 -4.7345 -3.7916
C 0.2059 -3.6720 -3.2593
N 1.6232 0.6875 -0.5851
H 2.9913 2.2891 2.0058
H 1.3102 2.6575 1.5806
H 3.5278 1.0727 4.1013
H 5.9400 0.7050 4.3983
H 7.1569 -0.8285 2.8895
H 5.9418 -1.9788 1.0656
H 3.5347 -1.5681 0.7411
H 2.3632 -1.2433 4.5144
H 1.3199 -1.5228 6.7029
H -0.7781 -0.3369 7.2523
H -1.8380 1.1251 5.5446
H -0.8020 1.3882 3.3420
H 4.4260 2.3871 -0.4310
H 4.1863 0.8108 -2.6308
H 2.4054 -1.4295 -3.0441
H 0.8872 -0.5418 -3.1998
H 0.8444 -3.1386 1.2908
H 2.3846 -4.7017 2.4340
H 4.5283 -5.3246 1.3580
H 5.1121 -4.3905 -0.8516
H 3.5620 -2.8827 -2.0136
H -1.4854 -3.2906 -0.3459
H -2.7380 -5.2156 -1.2888
H -2.1055 -6.1295 -3.4946
H -0.2392 -5.1355 -4.7607
H 1.0298 -3.2408 -3.8158
O -0.6558 1.4982 1.1877
C -0.9645 2.6884 0.7733
C -1.0344 3.7580 1.6972
C -1.3300 5.0395 1.2981
C -1.5343 5.3298 -0.0520
C -1.4827 4.3090 -0.9727
C -1.2398 2.9829 -0.5875
C -1.3446 1.8955 -1.5367
N -1.1582 0.5891 -1.3237
C -1.5114 -0.0611 -2.4863
C -1.8861 0.8437 -3.4201
N -1.7848 2.0690 -2.8072
H -0.8457 3.5368 2.7403
H -1.4043 5.8299 2.0345
H -1.7308 6.3454 -0.3668
H -1.6236 4.5583 -2.0186
H -1.5105 -1.1336 -2.5497
H -2.2055 0.7297 -4.4398
H -1.9810 2.9545 -3.2355
C -5.2747 -2.5674 1.8254
N -4.9169 -1.2238 1.4377
C -4.4208 -0.8482 0.2331
Se -4.2446 -1.8616 -1.2598
N -4.1673 0.4816 0.3074
C -4.4780 0.9667 1.5670
C -4.4240 2.2317 2.1244
C -4.8263 2.3568 3.4464
C -5.2737 1.2570 4.1768
C -5.3446 -0.0074 3.6126
C -4.9467 -0.1302 2.2922
H -5.1893 -3.2145 0.9568
H -6.3019 -2.5811 2.1921
H -4.6021 -2.9145 2.6092
H -3.7721 0.9977 -0.4567
H -4.0660 3.0808 1.5603
H -4.7760 3.3282 3.9216
H -5.5711 1.3954 5.2083
H -5.6735 -0.8617 4.1875
O -2.1794 -1.8460 3.3658
C -1.7038 -1.5006 2.3370
N -1.2589 -1.1896 1.2748

Results
Lowest unoccupied orbital energy (alpha / beta) = -0.340 / 0.165 eV
Multiplicity = 2

Atomic partial charges in e from the Mulliken method, atoms 1 to 99: -2.86, -0.98, 1.97, 0.12, -0.46, -0.86, -0.75, -0.85, -0.04, 0.54, -1.17, -0.82, -0.66, -0.82, -0.08, -0.48, -1.23, -1.31, -0.68, -1.16, 1.75, 0.57, 0.03, -0.68, -0.58, -0.78, 0.01, 0.74, -0.35, -0.69, -0.56, -0.81, -0.63, 2.09, 0.82, 0.32, 0.57, 0.43, 0.39, 0.49, 0.61, 0.41, 0.42, 0.38, 0.50, 0.30, 0.53, 0.50, 0.87, 0.41, 0.23, 0.47, 0.40, 0.45, 0.24, 0.32, 0.47, 0.39, 0.44, 0.34, 0.40, 0.52, -0.15, -0.73, -1.11, -1.00, -0.04, -0.41, 2.23, -0.94, -1.54, 0.04, 0.52, 0.46, 0.40, 0.38, 0.61, 0.49, 0.18, -1.03, 0.34, -0.51, -0.24, 0.23, 0.66, -0.65, -0.61, -0.76, -0.63, 0.37, 0.27, 0.37, 0.33, 0.14, 0.38, 0.41, 0.41, 0.47, -0.71

---

# 2
Molecular formula: C48H43AsBIN4O5Sn
Method: DFT, ωB97M-V/def2-TZVPD

Positions of all 104 atoms, in Å:
Sn -0.0294 -0.5202 0.1380
C 1.0584 4.1229 -0.9366
C -0.3398 3.7653 -1.3393
N -0.9691 4.5163 -2.2274
C -2.1825 4.1681 -2.6376
C -2.8543 3.0390 -2.1993
C -4.1894 2.6479 -2.7884
O -4.2303 1.2697 -3.1368
C -2.2352 2.2443 -1.2150
C -2.9863 1.0905 -0.6916
N -2.5074 -0.0508 -0.3822
C -3.4300 -1.1001 -0.1372
C -4.5573 -1.2383 -0.9522
C -5.4089 -2.3232 -0.8232
C -5.1367 -3.3202 0.0976
C -4.0359 -3.2013 0.9337
C -3.2201 -2.0944 0.8150
I -1.6958 -1.8876 2.3079
C -0.9738 2.6438 -0.7938
O -0.2704 1.9671 0.2162
H 1.3470 5.0561 -1.4099
H 1.7448 3.3325 -1.2484
H 1.1386 4.2220 0.1469
H -2.6457 4.8407 -3.3523
H -4.4120 3.2803 -3.6484
H -4.9854 2.8069 -2.0569
H -3.8158 1.1476 -3.9971
H -4.0619 1.2531 -0.6076
H -4.7304 -0.4967 -1.7211
H -6.2832 -2.3873 -1.4571
H -5.7737 -4.1904 0.1800
H -3.8320 -3.9595 1.6775
N 6.4559 -0.1453 4.0124
C 6.2062 0.2526 2.7486
O 7.0581 0.6489 1.9855
C 4.7669 0.1709 2.2690
C 3.6697 -0.2111 3.0319
C 2.4335 -0.3043 2.4193
N 2.2397 -0.0305 1.1267
C 3.2872 0.3809 0.4001
C 4.5541 0.4891 0.9308
H 7.4100 -0.1053 4.3339
H 5.7580 -0.4720 4.6525
H 3.7429 -0.4350 4.0870
H 1.5606 -0.6185 2.9820
H 3.0875 0.6177 -0.6384
H 5.3994 0.8097 0.3373
C 3.2306 -2.8871 -6.3619
C 2.4484 -1.7413 -6.4169
C 1.8286 -1.2758 -5.2686
C 1.9823 -1.9734 -4.0754
C 2.7747 -3.1098 -4.0108
C 3.3988 -3.5653 -5.1642
As 1.0045 -1.2893 -2.5197
C -0.7793 -1.9393 -2.9742
C -1.6572 -1.3807 -3.8902
C -2.8405 -2.0391 -4.1910
C -3.1450 -3.2426 -3.5674
C -2.2874 -3.7866 -2.6257
C -1.0970 -3.1362 -2.3180
C -0.0847 -3.5973 -1.3529
C -0.1851 -4.7186 -0.5365
C 0.8407 -5.0300 0.3443
C 1.9746 -4.2296 0.4236
C 2.0933 -3.1134 -0.3925
C 1.0746 -2.8028 -1.2912
H 3.7173 -3.2497 -7.2573
H 2.3254 -1.2126 -7.3524
H 1.2252 -0.3751 -5.2992
H 2.9014 -3.6433 -3.0772
H 4.0138 -4.4543 -5.1256
H -1.3966 -0.4560 -4.3932
H -3.5236 -1.6261 -4.9226
H -4.0595 -3.7620 -3.8223
H -2.5380 -4.7261 -2.1496
H -1.0603 -5.3536 -0.5873
H 0.7591 -5.9065 0.9735
H 2.7687 -4.4818 1.1139
H 2.9943 -2.5101 -0.3638
C 0.2456 4.9636 7.1511
C -1.1231 4.2801 7.0877
C -1.2840 3.3775 8.3173
C -2.2011 5.3801 7.1067
C -1.3038 3.4726 5.8022
C -2.5433 2.8774 5.5314
C -2.8522 2.2801 4.3164
C -1.8603 2.2820 3.3634
O -1.9037 1.8814 2.0261
B -0.6606 2.2115 1.5405
O 0.1765 2.7165 2.4856
C -0.6066 2.7967 3.6376
C -0.2959 3.3940 4.8384
H 0.2966 5.5770 8.0499
H 0.4000 5.6198 6.2930
H 1.0581 4.2357 7.1980
H -1.0905 3.9527 9.2233
H -0.5774 2.5465 8.2854
H -2.2940 2.9716 8.3885
H -2.0456 6.0287 7.9697
H -3.2060 4.9645 7.1753
H -2.1437 5.9883 6.2022
H -3.3180 2.9031 6.2859
H -3.8321 1.8672 4.1171
H 0.6908 3.8065 4.9887

Results
Total charge = +2
Lowest unoccupied orbital energy = -6.025 eV

Atomic partial charges in e from the Mulliken method, atoms 1 to 99: 1.58, -1.11, 0.65, -0.61, -0.85, 0.47, -1.18, -0.34, 1.14, -1.29, 0.57, -0.27, -0.15, -0.83, -0.78, -0.48, 0.02, 0.05, -0.43, 0.31, 0.40, 0.21, 0.28, 0.44, 0.50, 0.32, 0.24, 1.16, 0.46, 0.48, 0.45, 0.50, -0.28, 0.19, -0.59, 1.00, -0.72, -0.71, 0.37, -0.63, -0.74, 0.25, 0.13, 0.28, 0.43, 0.51, 0.55, -0.55, -0.73, -0.46, 0.77, -0.20, -0.73, 0.41, 0.32, -0.78, -0.78, -1.02, -0.41, 0.48, 1.06, -0.46, -0.93, -0.96, -0.18, -0.80, 0.40, 0.41, 0.36, 0.33, 0.41, 0.52, 0.49, 0.46, 0.45, 0.46, 0.46, 0.51, 0.62, -2.05, 1.95, -1.61, -1.57, 0.53, -0.60, -1.94, 0.75, -0.25, 0.78, -0.48, 0.51, -1.09, 0.44, 0.43, 0.38, 0.45, 0.38, 0.32, 0.45

---

# 3
Molecular formula: C48H44AsN3O2PSn
Method: DFT, ωB97M-V/def2-TZVPD

Positions of all 100 atoms, in Å:
Sn -0.2630 -0.0704 -0.3485
C -0.9731 -4.1560 -2.5673
C -0.4210 -2.8595 -2.0715
N -1.0604 -2.0726 -1.2749
N -2.3226 -2.4440 -0.8734
C -2.8573 -1.5224 -0.1142
O -2.2571 -0.4189 0.2266
C -4.2177 -1.7598 0.4154
C -4.8535 -0.7509 1.1334
C -6.1204 -0.9598 1.6541
C -6.7565 -2.1774 1.4577
C -6.1277 -3.1825 0.7335
C -4.8631 -2.9769 0.2121
C 0.9234 -2.4195 -2.5204
C 1.6343 -3.1271 -3.4779
C 2.8757 -2.6531 -3.8783
C 3.3607 -1.4886 -3.3129
C 2.5788 -0.8419 -2.3645
N 1.3959 -1.2967 -1.9751
H -1.8796 -4.4017 -2.0283
H -0.2411 -4.9529 -2.4409
H -1.2088 -4.0837 -3.6308
H -4.3549 0.1984 1.2591
H -6.6137 -0.1738 2.2093
H -7.7444 -2.3431 1.8653
H -6.6263 -4.1287 0.5765
H -4.3639 -3.7531 -0.3508
H 1.2281 -4.0274 -3.9114
H 3.4480 -3.1877 -4.6232
H 4.3203 -1.0793 -3.5933
H 2.9067 0.0810 -1.9044
C 3.4591 0.8303 1.4972
C 3.1593 1.8291 0.4134
O 2.1846 1.6931 -0.3097
C 4.0739 2.9880 0.2340
C 5.0723 3.2804 1.1604
C 5.8974 4.3775 0.9708
C 5.7369 5.1776 -0.1510
C 4.7470 4.8880 -1.0824
C 3.9155 3.8000 -0.8883
H 2.7799 -0.0150 1.4203
H 3.3189 1.2972 2.4743
H 4.4934 0.4903 1.4393
H 5.2066 2.6619 2.0370
H 6.6654 4.6070 1.6957
H 6.3861 6.0295 -0.3009
H 4.6251 5.5141 -1.9554
H 3.1326 3.5657 -1.5960
C 0.6097 2.5538 3.9545
C -0.3974 3.4282 4.6887
As -1.6283 2.4449 5.8824
C -2.2293 3.9876 6.9155
C -2.5665 3.8039 8.2553
C -3.0594 4.8582 9.0080
C -3.2314 6.1076 8.4278
C -2.9079 6.2967 7.0940
C -2.4106 5.2409 6.3400
C -0.2833 1.7761 7.1265
C 0.6743 2.6041 7.7087
C 1.6291 2.0775 8.5636
C 1.6310 0.7173 8.8513
C 0.6743 -0.1104 8.2867
C -0.2795 0.4193 7.4253
P -0.0156 1.4039 2.6429
C -0.6217 -0.0666 3.5437
C 0.3720 -0.7895 4.2131
C 0.0898 -2.0044 4.8135
C -1.1930 -2.5316 4.7421
C -2.1822 -1.8349 4.0657
C -1.8997 -0.6134 3.4689
C -1.4346 2.3033 1.9326
C -1.1345 3.0107 0.7636
C -2.1050 3.7657 0.1165
C -3.3920 3.8141 0.6268
C -3.6985 3.1281 1.7952
C -2.7278 2.3836 2.4479
H 1.1755 1.9316 4.6566
H 1.3413 3.1939 3.4491
H -1.0058 3.9818 3.9707
H 0.1402 4.1662 5.2892
H -2.4278 2.8344 8.7206
H -3.3091 4.7055 10.0494
H -3.6168 6.9302 9.0146
H -3.0401 7.2682 6.6365
H -2.1636 5.4090 5.2994
H 0.6624 3.6706 7.5131
H 2.3652 2.7282 9.0167
H 2.3729 0.3084 9.5240
H 0.6639 -1.1669 8.5195
H -1.0280 -0.2287 6.9832
H 1.3823 -0.3965 4.2661
H 0.8706 -2.5396 5.3373
H -1.4168 -3.4828 5.2054
H -3.1835 -2.2398 3.9951
H -2.6824 -0.1052 2.9285
H -0.1214 2.9816 0.3696
H -1.8541 4.3157 -0.7810
H -4.1535 4.3945 0.1240
H -4.6987 3.1811 2.2051
H -2.9750 1.8847 3.3758

Results
Total charge = +1
Lowest unoccupied orbital energy = -3.992 eV

Atomic partial charges in e from the Mulliken method, atoms 1 to 99: 1.31, -1.39, 0.53, 0.52, -1.00, 0.34, -0.55, 0.42, -0.16, -0.70, -0.47, -0.70, -0.32, 0.44, -0.64, -0.48, -0.87, -0.27, 0.14, 0.29, 0.38, 0.34, 0.43, 0.44, 0.41, 0.42, 0.45, 0.39, 0.44, 0.46, 0.55, -1.62, 1.00, -0.59, 0.58, -0.33, -0.84, -0.37, -0.81, -0.22, 0.18, 0.40, 0.63, 0.35, 0.41, 0.40, 0.39, 0.47, -1.10, -1.37, 0.57, 0.15, -0.45, -0.61, -0.45, -0.68, -0.30, 0.07, -0.22, -0.66, -0.47, -0.58, -0.33, 0.62, 0.70, -1.30, -0.73, -0.73, -0.84, 0.36, 1.29, -0.94, -0.56, -0.74, -0.90, -0.69, 0.57, 0.49, 0.76, 0.90, 0.39, 0.39, 0.38, 0.39, 0.26, 0.34, 0.42, 0.39, 0.46, 0.43, 0.32, 0.45, 0.43, 0.54, -0.02, 0.54, 0.44, 0.40, 0.53

---

# 4
Molecular formula: C48H44CaI2O2P2S
Method: DFT, ωB97M-V/def2-TZVPD

Positions of all 100 atoms, in Å:
Ca 0.6185 -1.0255 0.7264
C -3.2770 0.3870 -5.2318
C -2.9936 -0.7847 -4.2705
C -3.7997 -2.0179 -4.7256
C -3.4147 -0.3922 -2.8618
C -4.7500 -0.0783 -2.6065
C -5.1941 0.3086 -1.3564
C -4.2846 0.3983 -0.3159
C -2.9470 0.0958 -0.5240
P -1.7338 0.2902 0.8002
C -1.3272 2.0686 0.8057
C -2.2299 3.0543 0.4177
C -1.8417 4.3861 0.3828
C -0.5438 4.7501 0.7247
C 0.3701 3.7792 1.1087
C -0.0260 2.4470 1.1460
C -2.6337 -0.0422 2.3491
C -3.5035 -1.1317 2.4344
C -4.0528 -1.4907 3.6577
C -3.7278 -0.7785 4.8069
C -2.8616 0.3039 4.7269
C -2.3126 0.6718 3.5030
C -2.5298 -0.3047 -1.7976
O -1.1785 -0.5982 -1.9359
C -0.6964 -1.0472 -3.1607
C 0.6551 -1.4063 -3.1990
C 1.2057 -1.8108 -4.4080
C 0.4304 -1.8617 -5.5538
C -0.9082 -1.5264 -5.4768
C -1.5075 -1.1205 -4.2856
P 1.6963 -1.3709 -1.7083
C 2.8977 -2.7172 -1.9225
C 4.1408 -2.5286 -2.5218
C 5.0059 -3.6027 -2.6796
C 4.6355 -4.8674 -2.2412
C 3.3989 -5.0635 -1.6378
C 2.5347 -3.9896 -1.4720
C 2.6528 0.1819 -1.8427
C 3.5950 0.4555 -0.8413
C 4.2966 1.6531 -0.8366
C 4.0515 2.6005 -1.8256
C 3.1143 2.3409 -2.8153
C 2.4139 1.1376 -2.8253
H -4.3391 0.6490 -5.2245
H -3.0093 0.1251 -6.2594
H -2.7051 1.2706 -4.9434
H -4.8702 -1.7986 -4.7547
H -3.6428 -2.8591 -4.0470
H -3.5023 -2.3311 -5.7289
H -5.4639 -0.1329 -3.4216
H -6.2392 0.5433 -1.1949
H -4.6156 0.7011 0.6698
H -3.2397 2.7855 0.1319
H -2.5533 5.1437 0.0781
H -0.2440 5.7912 0.6815
H 1.3836 4.0546 1.3727
H 0.7009 1.7074 1.4698
H -3.7718 -1.6847 1.5409
H -4.7457 -2.3219 3.7140
H -4.1609 -1.0576 5.7601
H -2.6294 0.8749 5.6197
H -1.6512 1.5314 3.4436
H 2.2476 -2.1035 -4.4481
H 0.8631 -2.1730 -6.4962
H -1.5151 -1.5819 -6.3747
H 4.4371 -1.5440 -2.8665
H 5.9696 -3.4520 -3.1499
H 5.3131 -5.7027 -2.3696
H 3.1117 -6.0506 -1.2969
H 1.5646 -4.1470 -1.0111
H 3.8162 -0.2983 -0.0913
H 5.0448 1.8425 -0.0748
H 4.5982 3.5365 -1.8290
H 2.9302 3.0742 -3.5912
H 1.6873 0.9444 -3.6061
I -0.2712 -3.5797 2.6664
C -1.5581 -4.6129 1.3482
I -1.8111 -3.6099 -0.4925
H -2.5180 -4.6940 1.8370
H -1.1087 -5.5766 1.1597
C 0.7585 4.5023 6.0081
C 1.3690 3.3776 5.2115
C 0.7829 2.1062 5.1900
C 1.3381 1.0701 4.4584
C 2.4943 1.3221 3.7232
C 3.0940 2.5734 3.7120
C 2.5293 3.5900 4.4678
S 3.2645 0.0649 2.7772
C 3.8579 -1.0054 4.0587
O 2.1183 -0.7491 2.1202
H 0.0548 4.1314 6.7524
H 0.2197 5.1850 5.3478
H 1.5256 5.0840 6.5208
H -0.1183 1.9269 5.7694
H 0.8648 0.0931 4.4461
H 3.9937 2.7528 3.1277
H 2.9948 4.5703 4.4734
H 2.9934 -1.3982 4.5956
H 4.4910 -0.4096 4.7181
H 4.4331 -1.8040 3.5908

Results
Total charge = +2
Lowest unoccupied orbital energy = -5.076 eV

Atomic partial charges in e from the Mulliken method, atoms 1 to 99: 1.17, -1.65, 1.49, -1.63, 0.94, -0.56, -1.52, -0.06, 0.33, 1.07, 0.69, -0.34, -0.82, -0.79, -0.84, 0.68, 0.49, -0.35, -0.88, -0.69, -0.78, -0.58, -1.33, 0.29, -0.58, 0.53, -0.25, -1.66, -0.72, 0.69, 0.84, 0.52, -0.18, -0.75, -0.53, -0.62, -0.53, 0.57, -0.53, -0.75, -0.66, -0.69, -0.61, 0.41, 0.40, 0.36, 0.42, 0.29, 0.42, 0.42, 0.46, 0.63, 0.43, 0.45, 0.45, 0.59, -0.78, 0.56, 0.46, 0.44, 0.43, 0.72, 0.56, 0.43, 0.41, 0.46, 0.44, 0.41, 0.44, 0.26, 0.70, 0.47, 0.43, 0.45, 0.39, 0.17, -0.99, 0.17, 0.51, 0.54, -1.53, 0.74, -0.89, -0.46, 0.80, -0.47, -0.75, 0.32, -1.19, -0.84, 0.38, 0.33, 0.40, 0.41, 0.38, 0.43, 0.45, 0.36, 0.44

---

Max |F| per entry: 1.20; 0.69; 0.26; 1.80 eV/Å
Energy relative to the best compared isomer or geometry (same formula, charge and spin) per entry: 4.7; 26.2; 27.2; 5.8 kcal per mole